# C26H34BrMnN2O3P2

A molecular structure, C26H34BrMnN2O3P2 (ωB97M-V/def2-TZVPD, the Open Molecules 2025 dataset).

Output
HOMO-LUMO gap (spin up / spin down) in eV: 8.2360 / 8.1594
Charge: +1
2S+1: 2

Atoms and positions in Å:
Mn -0.8415 -0.2899 -0.0411
O -0.8001 -1.5473 -1.7194
C 0.0210 -0.7069 -2.2087
O 0.0558 0.4572 -1.7128
C 1.0728 -1.1169 -3.1749
P 2.6715 -1.4502 -2.2181
C 2.0496 -1.4139 -0.4806
C 2.1926 -0.2627 0.4447
C 1.8063 -0.4983 1.8814
C 1.3418 -1.8345 2.2796
C 1.1609 -2.7877 1.3642
C 1.5182 -2.5654 -0.0280
C 3.5644 0.1441 -2.2830
C 2.9971 1.3981 -2.5099
C 3.7881 2.5377 -2.4770
C 5.1473 2.4421 -2.2079
C 5.7216 1.1999 -1.9855
C 4.9349 0.0570 -2.0346
H 1.2780 -0.3260 -3.8952
H 0.8012 -2.0337 -3.6916
H 2.9971 0.4235 0.2227
H 2.3458 0.0451 2.6429
H 1.2179 -2.0361 3.3359
H 0.8507 -3.7817 1.6624
H 1.4394 -3.4078 -0.7069
H 1.9343 1.4877 -2.6936
H 3.3414 3.5065 -2.6628
H 5.7584 3.3349 -2.1846
H 6.7827 1.1167 -1.7908
H 5.3896 -0.9156 -1.8840
C -2.7684 -2.9988 3.2137
P -2.7123 -2.3177 1.5604
C -4.3802 -1.7975 1.1479
C -2.2875 -3.6348 0.4236
O -1.7173 -1.1745 1.5134
H -3.4630 -3.8376 3.2634
H -3.0864 -2.2240 3.9110
H -1.7702 -3.3374 3.4906
H -5.0618 -2.6479 1.1860
H -4.3934 -1.3746 0.1433
H -4.7109 -1.0410 1.8600
H -3.0700 -4.3935 0.4013
H -1.3508 -4.0933 0.7391
H -2.1471 -3.2133 -0.5735
C 0.5309 2.6520 0.2104
C 1.0113 1.8193 1.3948
C 2.3829 2.3584 1.8177
C 0.0460 1.9392 2.5717
N 0.9703 0.3554 1.0114
H 0.4675 3.6985 0.5099
H -0.4476 2.3371 -0.1476
H 1.2263 2.5697 -0.6243
H 2.2820 3.4376 1.9326
H 3.1588 2.1982 1.0700
H 2.7228 1.9742 2.7785
H -0.0801 2.9838 2.8560
H 0.4215 1.3929 3.4390
H -0.9298 1.5188 2.3191
Br -5.0119 0.6266 -3.9254
C -4.2957 1.0624 -2.2419
C -4.9007 2.0111 -1.4355
C -4.3254 2.2797 -0.2047
C -3.1842 1.5939 0.1679
N -2.6017 0.6823 -0.6176
C -3.1465 0.4232 -1.8101
H -5.7944 2.5240 -1.7632
H -4.7551 3.0135 0.4622
H -2.7182 1.7744 1.1274
H -2.6487 -0.3167 -2.4215